Density functional theory data (the ωB97M-V functional and the def2-TZVPD basis) for a structure of composition C19H20CaN3O8P2S2.

Properties
Kohn-Sham gap = 7.4 eV
M = 584.542 Da
Energy relative to the best compared isomer or geometry (same formula, charge and spin) = 0.0 kcal per mole
LUMO level = 2.518 eV

Structure (ORCA input):
```
! wB97M-V def2-TZVPD RIJCOSX def2/J DEFGRID3
* xyz -1 1
Ca 0.185 -1.430 0.719
S -2.298 -2.764 1.586
S 2.535 0.465 1.263
P -2.021 1.230 1.634
P -0.550 1.438 -0.965
O -3.292 0.340 2.008
O -2.116 2.569 2.273
O -0.785 0.370 1.757
O -2.551 2.978 -0.358
O 1.433 -1.880 2.618
O 0.488 2.343 -0.212
O -0.118 0.028 -1.178
O -0.752 2.208 -2.355
N 1.484 -0.799 3.379
N -1.276 -2.768 -0.850
N 1.987 -2.421 -1.042
C 0.982 0.166 5.490
C 2.281 0.397 -3.076
C -2.400 -2.972 -0.136
C 1.981 0.377 2.889
C -1.304 -2.878 -2.179
C 2.995 -0.282 -2.092
C -3.609 -3.430 -2.168
C 0.995 -0.899 4.633
C -2.435 -3.211 -2.892
C 2.438 -1.472 -1.510
C -2.184 1.599 -0.191
C 4.726 1.370 -2.166
C 4.021 2.050 -3.148
C 4.216 0.200 -1.629
C 1.489 1.385 5.042
C 1.981 1.474 3.764
C 2.801 1.566 -3.603
C -3.187 0.705 -0.905
C -3.597 -3.312 -0.799
H 2.239 2.112 -4.349
H -0.364 -2.679 -2.683
H -1.333 2.969 -2.184
H -2.406 -3.287 -3.970
H 5.665 1.763 -1.799
H 0.564 0.045 6.479
H -4.165 0.840 -0.445
H 1.314 0.027 -3.384
H -2.908 -0.347 -0.821
H -4.529 -3.686 -2.681
H 2.360 2.407 3.373
H -3.098 -0.620 1.919
H 1.072 1.836 0.417
H 4.416 2.973 -3.553
H -4.491 -3.463 -0.210
H 0.607 -1.880 4.863
H 4.730 -0.321 -0.834
H 1.478 2.257 5.683
H -2.446 3.353 0.542
H -3.248 0.961 -1.965
*
```



Density functional theory data (the ωB97M-V functional and the def2-TZVPD basis) for a structure of composition C19H20Cl5FeO2Sb in a non-equilibrium geometry.

Properties
⟨S²⟩ = 8.766
Kohn-Sham gap (alpha / beta) = 8.8 / 6.1 eV
M = 635.237 Da
LUMO level (alpha / beta) = -2.924 / -5.691 eV

Structure (ORCA input):
```
! wB97M-V def2-TZVPD RIJCOSX def2/J DEFGRID3
* xyz 1 6
Sb -2.398 -0.088 1.043
Fe 0.073 0.532 0.462
Cl 0.342 3.864 -1.333
Cl 1.145 0.521 2.684
Cl 3.228 5.542 2.928
Cl 2.855 2.716 4.267
Cl 1.975 6.112 0.135
O 2.849 -1.689 -1.302
O 1.122 -0.520 -0.507
C 3.185 -1.932 1.775
C 2.176 3.082 2.741
C 1.965 -3.722 4.913
C 2.098 -2.137 0.927
C 0.864 2.361 0.816
C 1.042 3.588 0.216
C 0.981 -3.417 2.616
C 2.095 -1.462 -0.413
C -3.756 1.402 1.695
C 0.996 -2.903 1.326
C -0.131 -3.223 0.369
C 2.338 4.328 2.127
C 2.027 -3.188 3.506
C -3.708 -1.300 -0.099
C 1.773 4.583 0.868
C 3.120 -2.456 3.064
C 4.399 -1.166 1.319
C -2.299 -1.237 2.827
C 1.436 2.148 2.050
H -3.321 -1.507 3.089
H -4.311 -0.659 -0.738
H 3.958 -2.296 3.734
H 0.142 -4.032 2.929
H -0.752 -2.349 0.150
H -4.636 0.880 2.064
H -1.702 -2.134 2.673
H -4.342 -1.822 0.614
H -1.860 -0.643 3.627
H 4.133 -0.178 0.932
H 4.899 -1.694 0.507
H -3.159 -2.013 -0.709
H -0.774 -3.999 0.781
H -4.028 2.056 0.870
H 5.105 -1.035 2.137
H -3.309 1.990 2.494
H 1.563 -4.735 4.934
H 2.951 -3.734 5.377
H 0.258 -3.576 -0.587
H 1.315 -3.100 5.531
*
```



Density functional theory data (the ωB97M-V functional and the def2-TZVPD basis) for a structure of composition C19H20ClN4O6S5SbSeTc.

Properties
Kohn-Sham gap (alpha / beta) = 4.5 / 4.5 eV
M = 894.899 Da
Energy relative to the best compared isomer or geometry (same formula, charge and spin) = 0.0 kcal per mole
LUMO level (alpha / beta) = -6.177 / -6.189 eV

Structure (ORCA input):
```
! wB97M-V def2-TZVPD RIJCOSX def2/J DEFGRID3
* xyz 1 1
Sb 2.140 -1.344 6.240
Tc 1.341 0.812 2.540
Se 2.883 -0.868 2.180
Cl -0.445 1.036 4.858
S 2.572 2.386 3.602
S 2.188 -3.117 4.941
S 3.424 1.797 5.377
S 4.099 -0.103 5.239
S 1.739 1.696 0.480
O -0.254 0.050 2.013
O -1.612 0.257 4.786
O -0.392 2.045 3.805
O -1.337 0.168 0.084
O 0.760 0.122 4.496
O -0.183 1.585 6.126
N 4.489 -0.135 -0.263
N -0.127 2.570 -1.199
N -0.642 3.046 0.869
N -1.045 -2.101 -1.607
C 1.803 0.047 -2.599
C -0.278 -1.091 -2.226
C -0.198 -4.052 2.023
C -0.757 1.468 -5.008
C -2.365 -0.520 -3.484
C -0.143 0.634 -3.913
C 1.207 0.803 -3.599
C -0.428 -4.765 0.852
C 0.238 2.492 0.063
C -0.687 -4.106 -0.334
C -1.522 3.013 -1.306
C -1.831 3.492 0.130
C -0.261 -2.676 1.989
C 3.856 -0.391 0.665
C -0.902 -0.308 -3.209
C -0.758 -0.535 0.861
C -0.545 -1.988 0.802
C -0.742 -2.713 -0.392
C 1.064 -0.903 -1.914
H -1.621 3.809 -2.039
H -2.795 0.300 -4.054
H 0.015 -4.563 2.952
H -1.580 2.086 -4.640
H -0.390 -5.847 0.861
H -0.127 -2.118 2.907
H 1.797 1.520 -4.157
H 1.539 -1.526 -1.166
H -2.724 3.025 0.538
H 0.319 2.000 -1.915
H -1.924 4.574 0.196
H -2.140 2.164 -1.595
H -1.536 -2.696 -2.255
H -2.914 -0.622 -2.546
H -0.014 2.130 -5.449
H 2.853 0.179 -2.368
H -0.834 -4.670 -1.247
H -2.540 -1.433 -4.062
H -1.162 0.840 -5.803
H -0.573 3.043 1.874
*
```



Density functional theory data (the ωB97M-V functional and the def2-TZVPD basis) for a structure of composition C19H20ClN4Re in a non-equilibrium geometry.

Properties
⟨S²⟩ = 0.754
Kohn-Sham gap (alpha / beta) = 6.6 / 6.7 eV
M = 526.057 Da
Energy relative to the best compared isomer or geometry (same formula, charge and spin) = 13.3 kcal per mole
LUMO level (alpha / beta) = -12.414 / -12.043 eV

Structure (ORCA input):
```
! wB97M-V def2-TZVPD RIJCOSX def2/J DEFGRID3
* xyz 3 2
Re 1.071 0.230 -0.025
Cl 2.942 1.733 -0.011
N 0.907 -0.265 -2.031
N -0.455 -1.287 -0.016
N 0.905 -0.247 1.998
N -0.587 1.557 0.016
C -2.962 1.621 0.032
C -1.712 3.669 0.070
C -1.777 0.923 0.012
C -0.558 2.920 0.047
C 0.161 -1.338 -2.385
C -0.289 -2.160 -1.229
C 1.411 0.543 -3.007
C -2.934 3.006 0.062
C 0.385 -0.762 4.661
C -1.794 -0.589 -0.026
C 1.153 0.337 4.300
C 3.131 -0.090 0.026
C -0.095 -1.642 -3.699
C -0.132 -1.590 3.672
C 0.142 -1.308 2.357
C 1.171 0.293 -4.341
C 0.421 -0.821 -4.693
C -0.299 -2.143 1.209
C 1.410 0.566 2.965
H -3.861 3.565 0.080
H 0.186 -0.974 5.704
H 0.417 3.388 0.052
H -1.202 -2.718 -1.439
H 3.679 -0.337 0.931
H 0.501 -2.882 -1.013
H -0.690 -2.511 -3.950
H 1.567 1.004 5.044
H -1.654 4.749 0.095
H 2.022 1.399 2.649
H -0.739 -2.450 3.928
H 0.236 -1.050 -5.735
H 2.006 1.389 -2.693
H -2.333 -0.902 -0.921
H 0.491 -2.869 1.005
H 3.672 -0.360 -0.878
H -2.370 -0.944 0.830
H -3.909 1.093 0.026
H -1.216 -2.698 1.414
H 1.582 0.954 -5.092
*
```



Density functional theory data (the ωB97M-V functional and the def2-TZVPD basis) for a structure of composition C19H20CoN6O5.

Properties
⟨S²⟩ = 0.784
Kohn-Sham gap (alpha / beta) = 7.9 / 7.9 eV
M = 471.339 Da
Energy relative to the best compared isomer or geometry (same formula, charge and spin) = 0.0 kcal per mole
LUMO level (alpha / beta) = -0.614 / -0.610 eV

Structure (ORCA input):
```
! wB97M-V def2-TZVPD RIJCOSX def2/J DEFGRID3
* xyz 0 2
Co -0.873 -1.254 0.702
O 1.739 -3.883 1.885
O -0.019 -1.339 -3.328
O 0.009 -2.473 1.891
O -2.902 -1.557 0.251
O -4.427 -0.897 -1.274
N -1.230 0.075 2.129
N -1.142 0.162 -0.684
N -1.069 1.742 3.534
N 1.649 -0.619 3.038
N -0.491 -2.641 -0.648
N 1.832 1.545 3.476
C -2.480 0.634 2.302
C 1.020 0.574 3.113
C -0.184 1.048 -1.091
C 1.791 2.844 -1.903
C -0.404 0.762 2.896
C -0.439 1.953 -2.141
C -1.713 1.908 -2.761
C 1.078 1.049 -0.457
C -2.389 1.677 3.166
C 3.050 0.940 3.635
C 2.954 -0.399 3.367
C 0.580 2.853 -2.534
C -2.647 1.017 -2.328
C 1.231 -0.823 -3.778
C 0.831 -3.311 1.319
C 2.041 1.933 -0.854
C 0.621 -3.488 -0.184
C -2.317 0.150 -1.263
C -3.336 -0.868 -0.724
H 1.497 0.102 -3.260
H -0.622 2.399 4.153
H -3.338 0.225 1.799
H 1.222 -0.647 -4.856
H 2.565 3.538 -2.203
H -0.330 -2.300 -1.596
H 3.675 -1.197 3.385
H 0.472 -4.544 -0.408
H 1.984 -1.577 -3.558
H 1.265 0.351 0.351
H -3.639 0.935 -2.749
H 3.923 1.498 3.931
H -1.371 -3.151 -0.649
H 1.542 -3.175 -0.676
H 1.180 -1.507 2.827
H 0.380 3.548 -3.340
H 3.002 1.938 -0.356
H -3.131 2.351 3.552
H -0.711 -0.699 -3.527
H -1.928 2.594 -3.573
*
```



Density functional theory data (the ωB97M-V functional and the def2-TZVPD basis) for an isolated molecule of C19H20F2N2O6 in a non-equilibrium geometry.

Properties
Kohn-Sham gap = 9.5 eV
M = 410.373 Da
Energy relative to the best compared isomer or geometry (same formula, charge and spin) = 66.8 kcal per mole
LUMO level = 0.506 eV
SMILES string = CCOC(=O)C[C@H]1COCCN1C(=O)c1cc(COc2ccc(F)c(F)c2)on1

Structure (ORCA input):
```
! wB97M-V def2-TZVPD RIJCOSX def2/J DEFGRID3
* xyz 0 1
F 0.647 6.695 1.766
F 2.360 4.585 1.327
O -2.586 -4.375 0.000
O 1.719 0.636 -1.870
O 0.599 -2.307 3.777
O -2.016 -0.601 0.173
O -0.380 -4.073 -0.311
O 0.130 3.726 -2.814
N -0.275 -1.587 1.209
N 1.321 -0.283 -0.962
C 0.326 4.411 -1.654
C -0.556 -2.962 -2.464
C 0.083 -0.006 -0.632
C -1.495 -4.115 0.427
C 1.128 -1.841 1.448
C -0.540 5.482 -1.429
C 0.708 1.489 -2.110
C 1.309 4.118 -0.716
C -0.369 1.133 -1.353
C -1.179 -2.282 2.114
C -0.431 6.247 -0.287
C 0.545 5.952 0.651
C -0.749 -1.971 3.557
C -0.811 -0.766 0.284
C -0.507 -4.287 -1.719
C 0.929 2.600 -3.085
C -1.186 -3.803 1.876
C 1.445 -1.571 2.925
C 1.408 4.890 0.429
H -1.417 -4.866 -1.904
H -1.335 1.585 -1.296
H 0.626 2.280 -4.088
H 1.734 -1.208 0.803
H -0.645 -3.147 -3.531
H -1.097 7.075 -0.106
H -0.908 -0.900 3.756
H 2.011 3.309 -0.834
H -0.219 -4.223 2.151
H -1.414 -2.380 -2.133
H -2.182 -1.884 1.928
H -1.295 5.696 -2.168
H -1.333 -2.559 4.266
H 1.337 -0.495 3.132
H 1.343 -2.886 1.208
H 1.997 2.856 -3.112
H 2.464 -1.882 3.158
H -1.966 -4.243 2.496
H 0.371 -4.867 -2.009
H 0.352 -2.394 -2.273
*
```



Density functional theory data (the ωB97M-V functional and the def2-TZVPD basis) for an isolated molecule of C19H20F3NO2S in a non-equilibrium geometry.

Properties
Kohn-Sham gap = 9.5 eV
M = 383.435 Da
Energy relative to the best compared isomer or geometry (same formula, charge and spin) = 0.0 kcal per mole
LUMO level = 0.707 eV
SMILES string = O[C@](Cc1ccccc1SC(F)(F)F)(c1ccccc1)[C@@H]1CNCCO1

Structure (ORCA input):
```
! wB97M-V def2-TZVPD RIJCOSX def2/J DEFGRID3
* xyz 0 1
S 0.727 3.722 1.746
F 1.956 1.793 2.773
F 1.467 3.387 4.057
F 3.164 3.570 2.915
O -1.596 0.282 -1.492
O -2.740 -1.612 0.282
N -1.393 -2.499 2.664
C 1.531 4.391 -0.751
C -0.582 -1.775 1.635
C 0.803 3.539 -2.795
C 0.460 2.292 -0.689
C 1.069 3.343 -0.005
C -2.492 -3.299 2.175
C -3.311 -2.396 1.272
C 1.926 3.077 2.886
C -0.149 -2.345 -1.438
C 1.657 -0.740 -1.196
C -0.766 -0.102 -0.420
C 0.243 -1.068 -1.070
C 0.395 2.437 -2.121
C 0.756 -3.287 -1.930
C 2.484 -1.695 -1.774
C -0.280 1.236 0.096
C 2.085 -3.012 -2.087
C -1.622 -0.883 0.734
C 1.505 4.528 -2.105
H 3.422 -1.278 -2.017
H -2.325 -0.388 -1.594
H -1.952 -0.162 1.479
H 1.827 5.376 -2.708
H 2.135 0.232 -0.924
H -2.288 -4.282 1.596
H 0.066 -2.451 0.979
H 0.277 1.165 1.035
H 0.370 -4.213 -2.149
H -3.176 -3.688 2.980
H 0.116 -1.293 2.223
H 1.897 5.269 -0.161
H -0.732 -3.005 3.211
H -4.008 -3.130 0.866
H 2.738 -3.778 -2.405
H -1.180 1.832 0.227
H 0.618 3.588 -3.919
H -1.160 -2.550 -1.272
H -3.926 -1.714 1.821
H -0.017 1.587 -2.628
*
```



Density functional theory data (the ωB97M-V functional and the def2-TZVPD basis) for an isolated molecule of C19H20F6N4 in a non-equilibrium geometry.

Properties
Kohn-Sham gap = 8.9 eV
M = 418.385 Da
LUMO level = 0.470 eV
SMILES string = N[C@H]1C[C@@H](N2CCn3c(C(F)(F)F)cnc3C2)CC[C@@H]1c1cc(F)c(F)cc1F

Structure (ORCA input):
```
! wB97M-V def2-TZVPD RIJCOSX def2/J DEFGRID3
* xyz 0 1
F 3.234 5.480 5.311
F -1.192 -5.185 -4.383
F -1.658 -6.144 -2.449
F 5.003 3.722 4.101
F -3.116 -6.236 -4.099
F -0.352 3.450 2.898
N -4.100 -2.359 -2.810
N 1.723 3.115 -0.448
N -1.077 -0.936 -1.003
N -2.019 -3.100 -2.512
C 3.223 2.751 2.880
C 0.798 2.157 0.203
C 0.321 1.035 -0.784
C 1.871 2.608 2.532
C 1.496 1.550 1.450
C 1.427 4.528 4.025
C 0.658 0.440 2.126
C -2.171 -5.449 -3.504
C -3.979 -3.656 -3.300
C -2.911 -2.040 -2.304
C 0.964 3.515 3.147
C -0.704 -3.162 -1.867
C -2.425 -0.760 -1.611
C 0.202 -0.626 1.121
C -0.088 -1.779 -1.721
C -2.724 -4.125 -3.065
C 2.783 4.601 4.383
C -0.576 0.050 -0.020
C 3.679 3.710 3.795
H -0.040 -3.819 -2.413
H -3.170 -0.476 -0.851
H 2.431 1.109 1.083
H 2.575 2.668 -0.683
H 1.092 -1.085 0.777
H 1.214 0.523 -1.215
H -2.420 0.068 -2.338
H -0.232 1.493 -1.599
H 0.108 -1.390 -2.715
H 1.157 -0.034 2.957
H -0.415 -1.405 1.624
H -1.448 0.579 0.380
H 3.971 2.107 2.503
H -0.870 -3.610 -0.849
H -0.105 2.709 0.489
H 0.852 -1.843 -1.186
H 0.696 5.171 4.464
H -4.767 -4.226 -3.851
H 1.303 3.447 -1.310
H -0.226 0.859 2.642
*
```



Density functional theory data (the ωB97M-V functional and the def2-TZVPD basis) for a cluster of 2 separate species, C19H20N2 in total in a non-equilibrium geometry.

Properties
Kohn-Sham gap = 8.4 eV
M = 276.383 Da
Energy relative to the best compared isomer or geometry (same formula, charge and spin) = 26.5 kcal per mole
LUMO level = 0.880 eV
SMILES string = CCc1c[nH]c2ccccc12.Cc1c[nH]c2ccccc12

Structure (ORCA input):
```
! wB97M-V def2-TZVPD RIJCOSX def2/J DEFGRID3
* xyz 0 1
N -0.343 3.196 -0.829
N -0.646 -3.695 -0.501
C -2.327 -0.734 -2.009
C 1.684 1.069 1.223
C -0.223 3.149 1.745
C -2.170 -0.577 0.436
C 1.929 -0.301 -2.367
C -0.399 -2.051 2.807
C -1.658 -1.943 -2.011
C 1.289 1.436 2.497
C 0.536 2.563 2.766
C 2.525 1.071 -1.894
C -0.701 -2.499 1.413
C -2.533 -0.074 -0.803
C -1.301 -2.466 -0.774
C 1.408 1.829 -1.213
C 0.067 2.756 0.434
C -1.382 -1.746 0.413
C 1.125 1.826 0.208
C 0.395 2.565 -1.770
C -0.354 -3.695 0.863
H 0.187 2.630 -2.831
H 2.336 -0.639 -3.315
H -1.315 -2.348 -2.960
H 1.967 -1.059 -1.585
H 3.302 0.869 -1.152
H 0.244 -4.458 1.332
H -3.110 0.848 -0.738
H -1.260 3.596 -0.888
H -2.651 -0.383 -2.985
H 2.280 0.186 1.017
H -1.313 -1.752 3.326
H -2.422 -0.135 1.392
H -0.587 -4.566 -1.010
H 1.802 0.973 3.330
H -1.077 3.802 1.917
H 0.420 2.980 3.760
H 0.872 -0.141 -2.577
H 0.382 -2.688 3.206
H 0.141 -1.073 2.854
H 2.879 1.679 -2.726
*
```



Density functional theory data (the ωB97M-V functional and the def2-TZVPD basis) for an isolated molecule of C19H20N2O4S in a non-equilibrium geometry.

Properties
Kohn-Sham gap = 8.6 eV
M = 372.446 Da
Energy relative to the best compared isomer or geometry (same formula, charge and spin) = 31.7 kcal per mole
LUMO level = -0.075 eV
SMILES string = CCN(CC)S(=O)(=O)c1cccc(NC(=O)c2cc3ccccc3o2)c1

Structure (ORCA input):
```
! wB97M-V def2-TZVPD RIJCOSX def2/J DEFGRID3
* xyz 0 1
S -3.724 0.191 -1.135
O -4.833 1.044 -1.452
O -3.255 -0.724 -2.137
O 1.090 -1.182 -0.663
O 3.980 0.858 -0.188
N -4.071 -0.596 0.291
N 1.313 1.066 -0.256
C -2.372 -1.405 1.868
C -1.571 3.248 0.365
C -5.454 -0.630 0.713
C 3.250 -0.273 -0.441
C -6.314 -1.573 -0.125
C 4.054 -1.356 -0.638
C -0.275 2.771 0.299
C 6.392 1.293 -0.028
C -2.623 2.464 -0.080
C -3.210 -1.709 0.629
C -1.066 0.721 -0.685
C 5.282 0.488 -0.226
C 7.629 0.686 -0.115
C -2.351 1.215 -0.603
C 6.655 -1.479 -0.588
C -0.009 1.502 -0.218
C 7.757 -0.678 -0.391
C 1.779 -0.202 -0.473
C 5.393 -0.891 -0.504
H 8.519 1.278 0.032
H -1.759 4.232 0.766
H -6.276 -1.258 -1.164
H -2.560 -1.894 -0.228
H 3.721 -2.351 -0.852
H 2.012 1.765 -0.042
H 8.746 -1.107 -0.450
H 0.545 3.384 0.648
H 6.288 2.345 0.184
H 6.755 -2.531 -0.801
H -7.344 -1.544 0.220
H -3.807 -2.610 0.798
H -3.013 -1.231 2.728
H -1.764 -0.519 1.704
H -0.890 -0.251 -1.113
H -1.715 -2.244 2.083
H -3.645 2.804 -0.049
H -5.830 0.389 0.607
H -5.479 -0.911 1.769
H -5.952 -2.596 -0.058
*
```